C24H16BrN2O3Ru as an isolated structure, computed with wB97M-V/def2-TZVPD.

```
47
Properties=species:S:1:pos:R:3:forces:R:3
Ru -0.84297 0.62497 -0.63775 -0.28 -0.09 -0.30
O -1.48159 -3.81224 -1.46584 0.03 0.18 0.01
C -1.48355 -4.15796 -0.16329 -0.02 -0.05 0.05
C -1.54084 -5.52378 0.12107 0.00 0.03 0.01
C -1.55006 -5.96630 1.42622 0.00 -0.04 0.00
C -1.51008 -5.05930 2.48290 0.00 0.03 0.00
C -1.46288 -3.70953 2.20700 -0.01 -0.03 0.04
C -1.44739 -3.23213 0.89308 0.00 0.13 -0.07
C -1.38035 -1.77068 0.65581 -0.01 -0.35 -0.07
O -1.12602 -1.37476 -0.58184 -0.02 0.12 0.02
N -1.56404 -0.96743 1.65659 0.05 0.36 -0.01
N -1.41926 0.36463 1.24478 0.98 -0.64 -0.68
C -1.63689 1.28896 2.09567 -0.28 0.43 0.58
C -1.56687 2.70314 1.83003 0.02 -0.18 0.09
C -1.89634 3.55608 2.90055 -0.02 0.01 0.07
C -1.92175 4.91876 2.75915 0.02 0.02 -0.01
C -1.61209 5.46839 1.50859 -0.03 0.09 0.06
C -1.27547 4.66647 0.44822 0.08 -0.02 -0.04
C -1.22956 3.26496 0.57468 0.22 -0.10 -0.02
O -0.85797 2.57733 -0.48582 -0.41 0.16 -0.38
H -1.35461 -2.84269 -1.50456 0.02 -0.06 -0.03
H -1.57307 -6.21399 -0.71136 0.01 0.01 0.00
H -1.58246 -7.03016 1.62718 -0.01 0.01 -0.01
H -1.51285 -5.40846 3.50644 0.00 0.01 0.00
H -1.43205 -2.98297 3.00688 0.00 -0.01 0.00
H -1.92410 0.95892 3.09355 -0.06 0.08 -0.04
H -2.13634 3.10736 3.85833 -0.02 0.00 -0.03
H -2.17738 5.55337 3.59612 0.00 0.01 -0.02
H -1.63449 6.54287 1.37254 0.00 -0.01 0.01
H -1.02394 5.08533 -0.51692 0.00 -0.01 0.00
Br -0.71707 0.63368 -3.25726 0.02 0.12 0.35
C 1.18000 0.56780 -3.31111 -0.09 -0.02 0.03
C 1.81156 0.54203 -4.51274 0.18 -0.01 -0.04
C 3.22367 0.50209 -4.52531 -0.08 0.00 -0.05
C 3.91925 0.49926 -3.35269 0.01 0.00 0.07
C 3.25344 0.53042 -2.10121 0.00 0.00 -0.03
C 3.97170 0.53762 -0.87985 0.04 0.00 -0.04
C 3.31168 0.57742 0.31016 -0.08 0.02 0.07
C 1.89621 0.60268 0.34481 0.22 -0.04 0.01
C 1.16218 0.58578 -0.80753 -0.62 -0.15 0.33
C 1.83560 0.55811 -2.06423 0.17 0.03 -0.02
H 1.25017 0.55261 -5.43670 0.00 0.00 0.01
H 3.74357 0.47813 -5.47364 0.00 0.00 0.01
H 5.00223 0.47437 -3.35990 -0.01 0.00 0.00
H 5.05446 0.51091 -0.91269 -0.02 0.00 0.00
H 3.86686 0.58426 1.23965 -0.01 0.01 0.00
H 1.39176 0.63372 1.30222 0.02 -0.03 0.01
```
Forces are in eV/Å.

## Properties
E_HOMO (spin up / spin down)   -8.0 / -8.0 eV
HOMO-LUMO gap (spin up / spin down)   7.47 / 6.87 eV
⟨S²⟩   0.76
Multiplicity   2
Lowest unoccupied orbital energy (spin up / spin down)   -0.52 / -1.17 eV

Atomic partial charges in e from the Mulliken method, atoms 1 to 6: atom 1 (Ru): -0.342, atom 2 (O): -0.695, atom 3 (C): 0.332, atom 4 (C): -0.701, atom 5 (C): -0.272, atom 6 (C): -0.805

***

C24H16F10IrN4 as an isolated structure, computed with wB97M-V/def2-TZVPD.

```
55
Properties=species:S:1:pos:R:3:forces:R:3
Ir 0.06608 1.12904 0.03049 0.74 0.09 0.19
C -0.29101 4.21932 1.10965 0.04 -0.01 -0.09
N -0.00810 3.56208 -0.17046 0.03 0.32 -0.01
C -1.11153 3.69231 -1.12523 0.06 -0.02 0.00
C -2.30949 2.89348 -0.66611 -0.12 -0.02 0.20
N -1.85093 1.60322 -0.14476 -0.46 -0.01 -0.46
C -2.82588 0.68651 0.27668 0.36 0.30 0.08
C -2.54783 -0.12806 1.37512 0.19 -0.11 0.49
F -1.39039 0.05390 2.06690 -0.30 -0.04 -0.35
C -3.42125 -1.08307 1.85629 0.12 -0.02 0.13
F -3.09083 -1.81744 2.91785 -0.03 0.09 -0.15
C -4.65304 -1.24496 1.24830 -0.17 -0.26 0.17
F -5.51234 -2.15597 1.69904 0.21 0.22 -0.13
C -4.97807 -0.44192 0.17160 -0.16 0.04 -0.12
F -6.15270 -0.59514 -0.42996 0.14 0.04 0.05
C -4.08238 0.50491 -0.29926 -0.27 -0.06 -0.33
F -4.46005 1.20632 -1.37837 0.09 -0.13 0.16
C 1.26374 4.00596 -0.75057 -0.14 0.00 -0.02
C 2.38473 3.18158 -0.16685 0.06 -0.17 -0.04
N 2.06271 1.77664 -0.43074 -0.32 0.17 -0.01
C 3.05090 0.83721 -0.29533 -0.21 0.05 0.00
C 3.01959 -0.28960 -1.14272 0.03 -0.20 -0.22
F 2.10974 -0.37438 -2.11481 0.18 0.09 0.23
C 3.95805 -1.29537 -1.05093 0.02 -0.01 -0.05
F 3.91794 -2.33224 -1.88138 -0.03 0.08 0.07
C 4.97074 -1.21041 -0.10450 0.14 -0.15 0.02
F 5.87606 -2.17117 -0.01545 -0.16 0.14 -0.01
C 5.04120 -0.11282 0.74664 0.04 -0.04 0.00
F 5.99828 -0.05238 1.66247 -0.09 0.02 -0.08
C 4.10460 0.89137 0.64168 0.07 0.10 0.15
F 4.18297 1.90919 1.50424 -0.04 -0.16 -0.13
H -0.49927 5.28469 0.96423 -0.01 0.02 0.03
H 0.56506 4.11389 1.77336 0.00 0.01 0.01
H -1.14396 3.74529 1.58905 -0.03 0.01 0.02
H -0.75818 3.28374 -2.07370 -0.04 0.01 0.00
H -1.38732 4.74136 -1.28858 -0.02 -0.02 0.03
H -2.98625 2.76190 -1.50951 0.06 0.02 0.03
H -2.87489 3.42175 0.11053 0.04 -0.03 0.02
H 1.42241 5.07802 -0.59265 0.04 -0.02 0.04
H 1.22412 3.82544 -1.82476 0.03 0.03 0.00
H 2.49623 3.36330 0.90464 -0.04 0.00 0.00
H 3.33764 3.43904 -0.63602 -0.01 -0.01 0.01
N 0.33695 -1.02388 -0.05221 -0.01 -0.50 0.04
C 0.17049 -2.16070 -0.10446 -0.12 -0.33 0.03
C -0.04735 -3.58640 -0.16025 0.11 0.66 0.00
C -0.16538 -4.29650 1.03139 -0.04 -0.11 0.08
C -0.37824 -5.66239 0.97323 0.01 0.05 -0.04
C -0.46907 -6.29639 -0.25998 -0.01 -0.01 -0.01
C -0.35081 -5.57739 -1.44351 0.00 0.05 0.06
C -0.13916 -4.21075 -1.40141 0.00 -0.11 -0.08
H -0.09685 -3.78363 1.98082 0.01 0.01 0.01
H -0.47396 -6.23025 1.88726 0.00 -0.02 0.01
H -0.63650 -7.36393 -0.29944 0.00 -0.02 0.00
H -0.42379 -6.08032 -2.39679 0.00 -0.02 -0.02
H -0.04347 -3.63396 -2.31077 0.00 0.01 -0.01
```
Forces are in eV/Å.

## Properties
E_HOMO (spin up / spin down)   -10.2 / -11.5 eV
Total charge   +1
HOMO-LUMO gap (spin up / spin down)   7.49 / 5.96 eV
⟨S²⟩   6.04
Multiplicity   5
Lowest unoccupied orbital energy (spin up / spin down)   -2.68 / -5.52 eV

Atomic partial charges in e from the Mulliken method, atoms 1 to 6: atom 1 (Ir): 0.671, atom 2 (C): -1.202, atom 3 (N): 0.575, atom 4 (C): -1.191, atom 5 (C): -0.626, atom 6 (N): 0.089

***

C24H16F5N2NaO3S2 as an isolated structure, computed with wB97M-V/def2-TZVPD.

```
53
Properties=species:S:1:pos:R:3:forces:R:3
Na 0.56988 -1.30048 0.00402 0.56 0.14 0.49
O 0.44351 0.99769 0.77593 -0.87 0.34 0.47
C 0.63871 1.97024 -0.23945 -0.60 0.25 -0.41
C 1.56598 1.33544 -1.35198 -0.01 -0.80 0.60
O 2.19784 2.11265 -2.08208 -0.37 -0.32 -0.72
O 1.56550 0.07456 -1.35481 -0.03 0.71 -0.54
C -0.73768 2.26608 -0.91912 1.72 2.56 0.79
C -1.54795 1.21838 -1.22436 -0.13 -1.44 -0.45
C -2.84953 1.46650 -1.59252 -1.21 0.36 -0.85
C -3.31761 2.78341 -1.80094 0.89 -1.45 -0.04
C -2.40687 3.83950 -1.72161 0.00 -0.62 0.34
C -1.14686 3.62540 -1.18765 0.48 -1.18 -0.52
C 1.21676 3.21869 0.43327 0.66 -0.88 -1.69
C 2.50032 3.63922 0.06268 0.14 -0.80 -0.73
C 3.08723 4.70791 0.65520 0.09 1.90 1.07
C 2.33142 5.46774 1.59598 0.50 -1.57 0.06
C 1.13780 4.96007 2.06556 -0.12 -0.18 -1.45
C 0.54174 3.87442 1.40620 -1.37 0.38 2.10
H -0.31184 1.33135 1.34963 0.32 -0.76 -0.43
H -1.15974 0.16865 -1.23487 -0.41 1.21 0.38
H -3.51640 0.60729 -1.81458 0.35 0.72 0.36
H -4.34702 2.86709 -2.08730 -0.32 0.48 -0.26
H -2.61577 4.80959 -2.11913 -0.51 0.57 0.11
H -0.46651 4.50395 -1.14218 -0.32 -1.08 0.27
H 2.96054 3.10628 -0.78734 -0.05 0.40 0.93
H 4.13282 4.97792 0.43394 -0.66 0.05 -0.09
H 2.68511 6.33574 2.08806 0.77 0.77 0.24
H 0.62076 5.43577 2.86487 -0.38 0.42 0.46
H -0.46919 3.56339 1.78115 1.00 -0.01 -0.60
S 2.43343 -2.23390 1.93754 0.54 0.41 0.80
C 2.31992 -3.60204 1.01370 -0.82 -0.13 -0.38
N 1.67954 -3.62432 -0.15344 0.59 -1.27 -0.05
C 1.60377 -4.90227 -0.65521 0.19 -1.18 0.21
C 1.13065 -5.27891 -1.94160 0.94 -0.67 2.25
C 1.11486 -6.62303 -2.27105 -0.03 -1.51 0.65
C 1.60625 -7.64164 -1.40898 -0.14 0.53 0.62
C 2.18758 -7.27837 -0.15979 -1.21 -0.16 -1.36
C 2.10530 -5.96000 0.22654 0.35 1.09 -1.44
S 2.86552 -5.23553 1.58701 -0.28 0.82 0.17
H 0.85497 -4.50552 -2.58485 -0.63 0.97 -1.09
H 0.62789 -6.99386 -3.16634 0.13 0.35 -0.25
H 1.42424 -8.71230 -1.63192 0.38 0.83 -0.08
H 2.60930 -8.01232 0.50538 0.08 -0.24 0.08
N -2.38998 -2.60657 -1.31171 1.00 -0.59 -0.21
C -1.35482 -2.68526 -0.72429 -3.06 0.35 -1.54
H -3.17267 -2.66833 -2.01322 1.65 0.22 1.64
F -1.63236 -0.49803 2.35596 -0.83 -0.84 -0.20
C -2.37401 0.65193 2.07750 1.27 3.36 0.79
F -3.23979 0.44534 1.00264 -0.44 -1.20 0.50
C -3.23363 0.94091 3.34603 1.05 -1.08 -3.41
F -4.15502 1.92637 3.07009 0.37 -1.06 0.85
F -3.87481 -0.22927 3.70865 -0.55 1.05 1.05
F -2.43905 1.36247 4.33473 -0.71 -0.25 0.51
```
Forces are in eV/Å.

## Properties
E_HOMO   -1.1 eV
Total charge   -2
HOMO-LUMO gap   4.82 eV
Lowest unoccupied orbital energy   3.75 eV

Atomic partial charges in e from the Mulliken method, atoms 1 to 6: atom 1 (Na): 0.679, atom 2 (O): -0.448, atom 3 (C): 2.508, atom 4 (C): 0.137, atom 5 (O): -0.832, atom 6 (O): -0.681

***

C24H16F9NO5PW as an isolated structure, computed with wB97M-V/def2-TZVPD.

```
57
Properties=species:S:1:pos:R:3:forces:R:3
W -0.85422 -0.11482 0.28532 -0.76 -2.02 2.14
O -1.48151 4.62866 -3.64784 -0.61 0.30 -0.37
C -0.76992 5.38778 -4.26746 0.33 0.00 0.01
O -0.18489 6.13245 -4.87133 -0.09 -0.12 0.09
C -1.32768 3.54348 -2.72234 0.21 -1.04 0.90
C -2.46594 2.80781 -2.43646 0.01 0.79 -0.72
C -2.36624 1.78645 -1.52502 0.05 -0.46 0.78
N -1.21677 1.48564 -0.86857 0.25 2.53 -2.06
C -0.11413 2.21048 -1.22179 -0.50 -0.60 -0.35
C -0.11885 3.23074 -2.15192 0.21 0.45 -0.13
C 1.16584 1.58123 -0.76760 0.00 0.31 -0.02
O 2.24883 2.03084 -0.90916 -0.03 0.03 -0.06
O 0.87945 0.39448 -0.17938 1.49 0.16 -0.40
H -3.40833 3.02287 -2.92477 -0.03 -0.08 0.05
H -3.22489 1.16628 -1.30476 -0.05 0.07 0.05
H 0.82777 3.69947 -2.40431 0.00 0.02 0.06
C 1.02165 -0.50028 4.06606 0.51 -0.45 -0.23
P -0.01368 -0.50133 2.58085 -1.37 0.85 0.81
C -0.59976 1.27382 2.41317 0.20 -0.36 -0.13
C 0.34537 2.22162 1.94680 -0.02 0.05 0.31
C 0.02807 3.56769 1.90193 0.11 0.03 -0.07
C -1.21057 4.00722 2.35578 0.01 -0.08 0.00
C -2.11085 3.10409 2.91733 -0.06 0.02 0.04
C -1.81290 1.75705 2.95359 -0.02 0.01 0.01
C -1.60511 -1.30365 2.92263 0.16 0.00 -0.21
C -2.62725 -1.01810 1.99489 0.56 0.31 0.20
C -3.83137 -1.69172 2.03063 -0.15 0.05 -0.24
C -4.02258 -2.67883 2.99348 0.02 0.07 -0.04
C -3.02502 -2.96922 3.91095 0.02 -0.05 0.03
C -1.81184 -2.28997 3.87601 0.08 -0.01 0.00
H 0.42248 -0.14204 4.90269 -0.11 0.02 -0.08
H 1.88646 0.14630 3.92004 -0.01 0.00 -0.04
H 1.38127 -1.51132 4.26378 0.02 0.02 0.01
H 1.36096 1.91138 1.73238 -0.02 -0.03 -0.19
H 0.76390 4.28033 1.55054 0.02 0.00 0.06
H -1.45498 5.06133 2.32452 0.01 0.01 0.03
H -3.03310 3.46061 3.35676 -0.01 0.00 -0.02
H -2.49285 1.07938 3.45367 -0.07 -0.02 -0.16
H -2.56585 -0.11152 1.29229 -0.67 -0.19 0.69
H -4.62765 -1.45186 1.33791 0.03 -0.01 -0.03
H -4.96274 -3.21252 3.02365 0.00 0.00 0.03
H -3.18461 -3.73694 4.65620 -0.01 0.02 0.01
H -1.03665 -2.53697 4.59038 0.00 -0.03 -0.01
F -2.88609 -3.63446 -3.13320 -0.01 0.00 0.02
C -2.97360 -2.50492 -2.47061 -0.06 0.35 0.38
F -4.06862 -2.48517 -1.71582 -0.01 -0.02 -0.15
F -3.03481 -1.46978 -3.32164 -0.05 -0.15 0.01
C -1.72963 -2.30215 -1.55723 0.55 -0.45 -0.17
O -1.95586 -1.20171 -0.70388 0.30 -0.46 -0.83
C -1.46862 -3.52939 -0.60263 0.33 0.44 0.89
F -2.59276 -3.94359 -0.05431 -0.18 -0.11 -0.21
F -0.69051 -3.07972 0.45234 -0.25 -0.01 -0.62
F -0.82959 -4.51020 -1.17433 -0.03 -0.06 -0.35
C -0.45177 -1.99230 -2.42324 0.46 0.56 0.51
F -0.49474 -0.69413 -2.83089 -0.25 -0.16 0.04
F 0.63252 -2.05841 -1.62169 -0.26 -0.12 -0.04
F -0.27838 -2.75328 -3.45413 -0.24 -0.37 -0.22
```
Forces are in eV/Å.

## Properties
E_HOMO   -17.5 eV
Total charge   +3
HOMO-LUMO gap   6.74 eV
Lowest unoccupied orbital energy   -10.80 eV

Atomic partial charges in e from the Mulliken method, atoms 1 to 6: atom 1 (W): 0.807, atom 2 (O): -0.198, atom 3 (C): 0.778, atom 4 (O): -0.019, atom 5 (C): 0.623, atom 6 (C): -0.892

***

Summary of energy in eV
-106894.885; -61109.909; -73945.636; -72417.213
(order as listed above)
Summary of largest force on an atom in eV/Å
1.35; 0.77; 3.72; 3.27
(order as listed above)